[1]
A structure of composition C16H21N4NiO10S at a distorted geometry. Source: OMol25; level of theory: the ωB97M-V functional and the def2-TZVPD basis.

XYZ file:
```
53
Properties=species:S:1:pos:R:3:lowdin_charge:R:1
Ni 0.374 0.536 -0.400 0.85
C -1.303 4.495 -1.391 -0.02
C -0.415 3.270 -1.206 -0.51
C 0.509 3.047 -2.402 -0.01
O -1.221 2.113 -0.950 -0.05
C 0.515 3.377 0.063 -0.62
O 0.646 4.446 0.632 0.05
O 1.048 2.274 0.362 -0.08
H -1.761 4.493 -2.380 0.08
H -0.708 5.396 -1.271 0.08
H -2.087 4.494 -0.636 0.09
H -0.067 2.963 -3.323 0.09
H 1.071 2.115 -2.260 0.08
H 1.212 3.873 -2.488 0.10
H -1.496 1.743 -1.804 0.10
O -0.581 -1.021 -4.139 0.04
C -0.219 -1.033 -2.972 -0.59
O -0.402 -0.068 -2.163 -0.09
C 0.426 -2.298 -2.421 -0.03
C 0.262 -3.454 -3.131 0.07
C 0.737 -4.678 -2.632 -0.16
C 1.341 -4.721 -1.386 0.08
C 1.502 -3.566 -0.643 -0.07
C 1.103 -2.270 -1.151 -0.27
O 1.353 -1.222 -0.507 -0.07
N 2.031 -3.691 0.667 -0.34
O 1.877 -2.776 1.463 0.06
O 2.585 -4.738 0.965 0.06
N 0.550 -5.876 -3.364 -0.37
O -0.020 -5.819 -4.443 0.06
O 0.961 -6.920 -2.877 0.05
H -0.259 -3.418 -4.078 0.13
H 1.663 -5.669 -0.974 0.13
C -1.928 2.321 3.920 -0.08
C -0.943 2.326 2.752 -0.24
N 0.388 1.971 3.203 0.00
C 1.209 1.049 2.674 -0.91
S 2.840 1.159 2.977 0.61
N 0.713 -0.021 1.965 -0.06
C -0.382 -0.821 2.516 -0.22
C -1.313 -1.293 1.402 -0.06
H -2.944 2.458 3.560 0.07
H -1.696 3.130 4.611 0.07
H -1.878 1.382 4.467 0.06
H -0.907 3.331 2.319 0.11
H -1.244 1.642 1.959 0.10
H 0.892 2.732 3.640 0.12
H 1.465 -0.639 1.640 0.07
H -0.932 -0.228 3.245 0.09
H 0.042 -1.687 3.038 0.12
H -1.366 -0.517 0.620 0.06
H -2.312 -1.490 1.781 0.08
H -0.928 -2.201 0.950 0.07
```

energy above the lowest of the compared OMol25 structures with the same formula, charge and spin = 122.81 kJ/mol
multiplicity = 3
highest occupied orbital energy (alpha / beta) = -5.68 / -5.68 eV
total charge = -1

---

[2]
An isolated molecule of C16H21N5 at a distorted geometry. Source: OMol25; level of theory: the ωB97M-V functional and the def2-TZVPD basis.

XYZ file:
```
42
Properties=species:S:1:pos:R:3:lowdin_charge:R:1
C 5.244 -4.447 -1.757 -0.06
C 4.126 -3.717 -1.078 -0.29
C 3.294 -4.355 -0.168 -0.05
C 2.263 -3.677 0.455 -0.03
C 2.048 -2.332 0.171 -0.24
C 2.877 -1.678 -0.738 -0.02
C 3.900 -2.370 -1.350 -0.04
H 4.540 -1.859 -2.055 0.12
H 2.702 -0.635 -0.948 0.10
N 1.008 -1.664 0.797 0.03
N 0.758 -0.396 0.551 0.13
C -0.221 0.224 1.113 -0.25
C -1.134 -0.350 2.021 -0.18
N -1.893 -0.830 2.742 0.18
C -0.375 1.706 0.898 -0.39
N 0.181 2.562 1.660 0.16
H 0.766 2.167 2.388 0.05
N -1.140 2.100 -0.140 -0.08
C -1.898 1.191 -0.961 -0.16
C -3.321 0.945 -0.447 -0.18
C -4.101 2.234 -0.188 -0.20
C -3.557 3.023 1.007 -0.20
C -2.471 4.045 0.661 -0.18
C -1.399 3.511 -0.301 -0.16
H -1.702 3.673 -1.337 0.12
H -0.461 4.042 -0.118 0.11
H -2.925 4.928 0.207 0.11
H -1.990 4.353 1.589 0.10
H -4.377 3.561 1.488 0.11
H -3.165 2.318 1.743 0.11
H -5.138 1.958 0.015 0.11
H -4.099 2.860 -1.084 0.11
H -3.278 0.370 0.481 0.09
H -3.847 0.340 -1.188 0.11
H -1.366 0.238 -1.033 0.11
H -1.947 1.619 -1.968 0.12
H 0.430 -2.192 1.454 0.15
H 1.623 -4.187 1.161 0.11
H 3.451 -5.400 0.060 0.11
H 5.126 -4.400 -2.839 0.08
H 5.268 -5.491 -1.455 0.07
H 6.201 -3.991 -1.508 0.08
```

energy above the lowest of the compared OMol25 structures with the same formula, charge and spin = 0.00 kJ/mol
multiplicity = 1
highest occupied orbital energy = -8.13 eV
total charge = 0
structure (SMILES) = [H]/N=C(\C(C#N)=N\Nc1ccc(C)cc1)N1CCCCCC1

---

[3]
An isolated molecule of C16H21NO3S. Source: OMol25; level of theory: the ωB97M-V functional and the def2-TZVPD basis.

XYZ file:
```
42
Properties=species:S:1:pos:R:3:lowdin_charge:R:1
O -0.689 1.989 -1.119 0.08
C -0.948 1.923 0.065 -0.57
N -0.164 1.346 0.993 0.09
H -0.523 1.291 1.934 0.13
C 1.083 0.645 0.700 -0.29
C 0.768 -0.633 -0.090 -0.14
C 1.969 -1.295 -0.770 -0.19
C 3.274 -1.258 0.029 -0.20
H 3.070 -1.359 1.096 0.11
C 4.092 0.006 -0.237 -0.21
H 4.179 0.142 -1.318 0.11
H 5.102 -0.138 0.155 0.11
C 3.522 1.280 0.382 -0.20
C 2.075 1.579 -0.003 -0.15
H 1.843 2.603 0.302 0.12
H 1.939 1.524 -1.081 0.12
H 4.147 2.118 0.067 0.11
H 3.592 1.214 1.471 0.11
H 3.884 -2.115 -0.267 0.11
H 2.145 -0.822 -1.737 0.11
H 1.696 -2.333 -0.968 0.11
H 0.293 -1.342 0.593 0.11
H 0.039 -0.382 -0.862 0.10
H 1.500 0.376 1.676 0.14
C -2.222 2.526 0.634 -0.35
H -1.990 3.322 1.343 0.09
H -2.844 2.917 -0.171 0.07
S -3.173 1.313 1.608 0.98
C -2.892 -0.260 0.840 -0.46
C -2.741 -1.317 1.736 -0.11
C -2.489 -2.597 1.289 -0.08
C -2.357 -2.840 -0.071 -0.07
C -2.518 -1.804 -0.966 -0.02
C -2.810 -0.508 -0.533 -0.14
C -3.093 0.519 -1.563 -0.51
O -3.832 1.461 -1.416 0.09
O -2.492 0.257 -2.728 0.11
H -2.661 0.979 -3.351 0.14
H -2.437 -1.982 -2.027 0.12
H -2.137 -3.834 -0.428 0.11
H -2.379 -3.402 2.000 0.11
H -2.824 -1.109 2.792 0.10
```

energy above the lowest of the compared OMol25 structures with the same formula, charge and spin = 28.60 kJ/mol
multiplicity = 1
highest occupied orbital energy = -8.54 eV
total charge = 0
structure (SMILES) = O=C(CSc1ccccc1C(=O)O)NC1CCCCCC1

---

[4]
An isolated molecule of C16H21NO4 at a distorted geometry. Source: OMol25; level of theory: the ωB97M-V functional and the def2-TZVPD basis.

XYZ file:
```
42
Properties=species:S:1:pos:R:3:lowdin_charge:R:1
C 2.470 -0.615 4.934 -0.16
C 3.608 0.414 4.580 -0.24
C 3.834 0.716 3.021 -0.18
C 4.287 -0.423 2.314 -0.36
O 3.275 -1.178 2.142 -0.03
C 2.282 -1.114 1.333 -0.27
C 1.207 -2.134 1.343 0.12
C 0.318 -1.815 0.222 -0.01
C 0.265 -0.711 -0.554 -0.24
C 1.140 0.219 -0.466 -0.04
C 2.371 -0.137 0.317 0.04
H 3.196 0.760 0.391 0.16
H 1.119 1.249 -1.045 0.17
C -0.950 -0.673 -1.562 -0.41
O -0.941 -1.108 -2.597 0.19
N -1.938 0.186 -1.041 0.04
C -2.081 1.108 0.179 -0.10
C -3.195 1.927 -0.024 -0.10
H -3.592 2.274 0.670 0.01
C -4.123 0.994 -0.930 -0.01
H -4.739 1.796 -1.515 0.16
C -3.106 0.200 -1.842 -0.20
H -3.481 -0.717 -2.248 0.16
C -2.955 1.015 -3.155 -0.25
O -3.289 2.316 -3.651 -0.11
O -2.157 0.624 -4.153 0.09
H -1.788 -0.099 -3.590 0.05
H -4.584 0.335 -0.485 0.02
H -2.880 2.773 -0.558 0.13
H -1.102 1.566 0.254 0.12
H -2.033 0.345 0.832 0.10
H -0.472 -2.531 0.195 0.11
H 1.329 -2.974 1.730 0.02
H 5.066 -0.955 2.957 0.17
H 4.747 -0.095 1.456 0.10
H 2.998 0.978 2.662 0.02
H 4.731 1.631 3.010 0.20
H 4.519 -0.295 5.134 0.16
H 3.593 1.268 5.217 0.06
H 2.794 -1.678 4.458 0.10
H 1.449 -0.182 4.631 0.08
H 2.462 -0.997 6.135 0.12
```

energy above the lowest of the compared OMol25 structures with the same formula, charge and spin = 1325.23 kJ/mol
multiplicity = 1
highest occupied orbital energy = -8.96 eV
total charge = 0
structure (SMILES) = CCCCOc1ccc(C(=O)N2CCC[C@H]2C(=O)O)cc1

---

[5]
A structure of composition C16H22B3CaF12O15 at a distorted geometry. Source: OMol25; level of theory: the ωB97M-V functional and the def2-TZVPD basis.

XYZ file:
```
69
Properties=species:S:1:pos:R:3:lowdin_charge:R:1
Ca 5.044 5.037 7.604 1.58
B 3.907 1.615 7.617 -1.22
F 4.094 3.000 7.264 -0.03
F 3.883 1.478 9.006 0.12
F 2.670 1.230 7.067 0.08
F 4.943 0.853 7.070 0.12
B 7.941 7.579 8.080 -1.20
F 9.146 7.051 7.628 0.13
F 7.576 8.770 7.395 0.10
F 6.881 6.648 7.816 0.03
F 8.022 7.853 9.453 0.12
B 6.845 3.576 9.463 -1.25
F 7.805 4.553 9.655 0.15
F 5.551 4.100 9.787 0.03
F 6.753 3.236 8.079 0.06
F 7.103 2.444 10.227 0.13
C 4.561 8.636 12.157 -0.13
C 3.824 9.548 11.156 -0.12
O 3.792 8.764 9.974 0.06
C 4.634 7.699 10.119 -0.50
O 4.764 6.846 9.314 0.11
O 5.245 7.737 11.322 0.10
H 3.885 8.135 12.848 0.13
H 5.231 9.277 12.732 0.13
H 4.294 10.518 11.000 0.12
H 2.797 9.733 11.480 0.12
C 1.724 2.968 3.316 -0.11
C 0.684 3.873 3.979 -0.12
O 1.495 4.834 4.660 0.04
C 2.723 4.271 4.873 -0.52
O 3.563 4.734 5.560 0.12
O 2.830 3.110 4.199 0.09
H 1.987 3.299 2.311 0.13
H 1.406 1.930 3.330 0.14
H 0.144 3.305 4.740 0.14
H 0.017 4.347 3.265 0.13
C 7.808 4.705 2.596 -0.12
C 7.487 3.201 2.787 -0.11
O 7.115 3.132 4.151 0.09
C 6.905 4.368 4.650 -0.51
O 6.534 4.584 5.750 0.11
O 7.180 5.308 3.711 0.08
H 7.349 5.070 1.681 0.12
H 8.882 4.887 2.610 0.13
H 8.343 2.543 2.660 0.13
H 6.681 2.905 2.115 0.12
C -0.443 6.013 6.986 -0.14
C 0.037 7.447 7.249 -0.09
O 1.422 7.219 7.549 0.08
C 1.629 5.927 7.816 -0.54
O 2.656 5.455 8.150 0.12
O 0.456 5.223 7.740 0.08
H -0.428 5.796 5.917 0.11
H -1.481 5.841 7.277 0.13
H -0.408 7.933 8.112 0.13
H -0.045 7.985 6.309 0.13
C 6.185 11.299 7.272 -0.02
C 5.372 10.503 6.281 -0.31
C 6.170 9.835 5.151 -0.09
O 5.745 8.477 5.192 0.09
C 4.911 8.280 6.226 -0.54
O 4.464 7.221 6.527 0.08
O 4.765 9.405 6.946 0.10
H 6.769 10.655 7.925 0.08
H 5.527 11.925 7.883 0.08
H 6.815 12.018 6.741 0.09
H 4.608 11.135 5.817 0.14
H 7.258 9.907 5.185 0.13
H 5.918 10.233 4.162 0.12
```

multiplicity = 1
highest occupied orbital energy = -7.72 eV
total charge = -1